1.
The following is a DFT calculation (ωB97M-V/def2-TZVPD) of C4H9NO in the gas phase.

Calculated values
M (u): 87.122
DFT total energy (eV): -7831.835
HOMO level (eV): -9.61
LUMO level (eV): 0.920
SMILES: CC(C)C(N)=O

Each line ends with the Löwdin charge.
Atoms and positions in Å:
C  0.48246  1.35663  -0.92049  -0.07
C  0.08820  0.47511  0.25955  -0.34
C  1.18801  -0.53832  0.66614  -0.08
C  -1.27763  -0.15219  -0.04429  -0.53
N  -1.40629  -1.49352  0.18451  0.16
O  -2.14406  0.49026  -0.59768  0.05
H  -0.06125  2.29509  -0.90833  0.08
H  0.17841  0.88836  -1.85552  0.09
H  1.53256  1.64552  -0.88551  0.08
H  -0.11987  1.04507  1.16675  0.14
H  2.11014  0.04179  0.69953  0.07
H  1.05834  -0.73125  1.73175  0.08
H  1.31248  -1.35737  -0.03520  0.08
H  -0.60841  -2.09140  0.28373  0.08
H  -2.33308  -1.87377  0.25507  0.11



2.
The following is a DFT calculation (ωB97M-V/def2-TZVPD) of C4H9NO in the gas phase.

Calculated values
M (u): 87.122
DFT total energy (eV): -7830.324
HOMO level (eV): -9.29
LUMO level (eV): 0.990
SMILES: NCC1(O)CC1

Each line ends with the Löwdin charge.
Atoms and positions in Å:
N  -1.75459  -0.07763  1.02590  0.00
C  -1.03051  0.40361  -0.16518  -0.20
C  0.26781  -0.39480  -0.23626  -0.56
O  0.16265  -1.77863  -0.18274  0.01
C  1.28870  0.14892  -1.14940  -0.10
C  1.52381  0.27826  0.32924  -0.08
H  -2.73840  0.07924  0.87600  0.06
H  -1.38332  0.32321  1.89112  0.08
H  -1.66754  0.05679  -1.02374  0.13
H  -0.97391  1.48065  -0.24627  0.11
H  -0.41696  -1.93991  0.60546  0.11
H  2.00681  -0.53795  -1.60704  0.11
H  1.01364  1.03993  -1.77155  0.12
H  2.31172  -0.33466  0.80734  0.11
H  1.39009  1.25298  0.84713  0.10



3.
The following is a DFT calculation (ωB97M-V/def2-TZVPD) of C4H9NO in the gas phase.

Calculated values
M (u): 87.122
DFT total energy (eV): -7831.927
HOMO level (eV): -9.78
LUMO level (eV): 0.919
SMILES: CC(C)NC=O

Each line ends with the Löwdin charge.
Atoms and positions in Å:
C  1.04031  -1.07254  -0.21083  -0.05
C  0.28392  0.19499  0.20965  -0.43
C  0.86340  1.44211  -0.44548  -0.07
N  -1.14223  0.11315  -0.08934  0.04
C  -1.99153  -0.57210  0.71698  -0.37
O  -1.65632  -1.17301  1.72096  0.01
H  1.39158  -0.99547  -1.25170  0.08
H  0.39504  -1.95738  -0.11781  0.08
H  1.91752  -1.22781  0.43243  0.08
H  0.35056  0.28948  1.29771  0.14
H  0.36625  2.35086  -0.09204  0.08
H  0.75220  1.38634  -1.53604  0.08
H  1.93207  1.52381  -0.22562  0.08
H  -1.50944  0.56753  -0.91113  0.13
H  -3.04395  -0.52573  0.37708  0.13



4.
The following is a DFT calculation (ωB97M-V/def2-TZVPD) of 2 unconnected molecules or ions with the total composition C4H9NO.

Calculated values
M (u): 87.122
DFT total energy (eV): -7829.985
HOMO level (eV): -8.17
LUMO level (eV): 0.868
SMILES: C=CN.C=CO

Each line ends with the Löwdin charge.
Atoms and positions in Å:
C  -0.88593  -1.81394  0.35793  -0.04
C  -0.20964  -1.62609  -0.76746  -0.32
N  1.13467  -1.30201  -0.84310  0.03
H  -1.90295  -2.14503  0.35118  0.04
H  -0.43054  -1.64542  1.32065  0.05
H  -0.67083  -1.80905  -1.73367  0.10
H  1.51650  -0.93693  0.01990  0.07
H  1.41229  -0.76933  -1.65232  0.07
C  0.88194  1.78261  0.39587  -0.02
C  -0.34114  1.60950  0.86812  -0.30
O  -1.48460  1.67501  0.15534  0.00
H  1.74182  1.72579  1.03556  0.05
H  1.06266  2.00577  -0.64322  0.05
H  -0.54170  1.39850  1.90763  0.11
H  -1.28256  1.85060  -0.77242  0.10



5.
The following is a DFT calculation (ωB97M-V/def2-TZVPD) of 2 unconnected molecules or ions with the total composition C4H9NO.

Calculated values
M (u): 87.122
DFT total energy (eV): -7830.717
HOMO level (eV): -10.33
LUMO level (eV): 0.871
SMILES: CCCN=C=O.[H][H]

Each line ends with the Löwdin charge.
Atoms and positions in Å:
C  1.31298  -0.58714  0.77238  -0.11
C  1.18573  0.40155  -0.38811  -0.25
C  -0.15800  1.12310  -0.42680  -0.22
N  -1.26450  0.20796  -0.63663  0.08
C  -1.48564  -0.66020  -1.44698  -0.33
O  -1.81023  -1.52789  -2.17091  0.14
H  2.29913  -1.05905  0.76306  0.07
H  1.19516  -0.08957  1.74363  0.07
H  0.56413  -1.38699  0.72099  0.07
H  1.32756  -0.11245  -1.34990  0.11
H  1.97271  1.16563  -0.33150  0.11
H  -0.16701  1.86529  -1.23317  0.12
H  -0.32278  1.65963  0.51573  0.11
H  -2.19715  -0.34944  1.41794  0.00
H  -2.45208  -0.65045  2.05027  0.03



6.
The following is a DFT calculation (ωB97M-V/def2-TZVPD) of C4H9NO in the gas phase.

Calculated values
M (u): 87.122
DFT total energy (eV): -7830.049
HOMO level (eV): -9.13
LUMO level (eV): 1.029
SMILES: CCNCC=O

Each line ends with the Löwdin charge.
Atoms and positions in Å:
C  0.32845  2.44055  -0.86833  -0.11
C  -0.58550  1.25658  -1.06020  -0.28
N  0.03620  -0.05633  -0.60489  -0.08
C  -0.76863  -0.57627  0.48069  -0.22
C  -0.06440  -1.90616  0.97692  -0.20
O  1.10370  -1.72124  1.22236  0.03
H  0.61999  2.48956  0.20200  0.08
H  0.01077  3.38645  -1.30121  0.07
H  1.30905  2.09869  -1.23293  0.08
H  -0.61612  1.11723  -2.14818  0.10
H  -1.60879  1.27956  -0.68691  0.10
H  0.94510  0.17591  -0.21299  0.08
H  -0.84565  0.02592  1.39762  0.12
H  -1.73056  -0.82901  0.01479  0.11
H  -0.53395  -2.88090  1.18900  0.11



no.,orbital gap (Ha)
1,0.3871
2,0.3778
3,0.3930
4,0.3321
5,0.4118
6,0.3734